{
  "formula": "C4H11NO3",
  "method": "ωB97M-V/def2-TZVPD",
  "species": ["C", "O", "C", "C", "C", "N", "O", "H", "H", "H", "H", "H", "H", "H", "H", "H", "H", "H", "O"],
  "xyz": [[0.6108, 1.1879, 2.4163], [-0.7602, 1.5595, 2.3895], [1.1158, 1.2363, 0.9753], [0.2830, 0.1634, 0.1506], [0.9209, -0.6250, -1.0010], [0.0569, -1.4985, -1.6576], [2.0476, -0.4087, -1.3286], [0.6193, 0.1284, 2.9194], [0.9417, 1.8327, 3.2579], [-1.2957, 0.7998, 2.1736], [2.0872, 1.1512, 0.9136], [0.9799, 2.2111, 0.3753], [-0.5633, 0.6328, -0.4286], [-0.3118, -0.6311, 0.5353], [-0.7944, -1.8430, -1.3177], [0.4935, -1.8987, -2.4965], [-2.4103, -0.7688, -2.1132], [-3.2739, -1.2545, -0.9194], [-3.0941, -1.3566, -1.8788]],
  "forces_ev_per_angstrom": [[-1.36, -1.01, 1.60], [-0.93, 0.43, 0.19], [-5.21, 0.37, -0.86], [-0.61, 0.64, -2.36], [-1.14, 0.80, 1.12], [2.76, 0.82, -1.20], [1.30, -0.31, -1.00], [0.65, 1.49, -1.37], [0.98, -0.02, -1.22], [-0.17, -0.20, -0.13], [5.21, -1.44, -0.37], [-0.40, -1.06, 1.59], [0.82, 0.41, 0.63], [-0.20, -0.51, 2.16], [-1.01, -0.45, 0.46], [-0.66, -0.02, 0.74], [1.22, 1.28, -0.30], [0.23, 0.11, -1.02], [-1.48, -1.32, 1.33]],
  "total_energy_ha": -439.43944,
  "gap_ha": 0.37628,
  "total_charge": 0,
  "de_lowest_ev": 2.353,
  "multiplicity": 1,
  "e_homo_ev": -9.98,
  "smiles": "NC(=O)CCCO.O"
}